[1]
ORCA calculation (wB97M-V/def2-TZVPD) on a cluster of 2 separate species, C18H17F3N4O6S in total at a distorted geometry.

```
49
C18H17F3N4O6S | the OMol25 dataset | wB97M-V/def2-TZVPD
C 4.33 -1.62 0.29
C 3.86 -2.87 -0.14
C 2.61 -3.32 0.27
C 1.81 -2.51 1.10
C 0.44 -2.97 1.51
C -0.62 -2.61 0.47
C -2.02 -3.12 0.88
C -3.00 -2.02 0.45
C -2.14 -0.88 -0.12
N -0.75 -1.19 0.21
C 2.27 -1.26 1.51
C 3.53 -0.81 1.11
H 5.32 -1.27 -0.03
H 4.47 -3.49 -0.79
H 2.22 -4.29 -0.05
H 0.43 -4.06 1.62
H 0.16 -2.53 2.47
H -0.32 -3.08 -0.49
H -2.21 -4.07 0.39
H -2.06 -3.26 1.97
H -3.69 -2.37 -0.31
H -3.56 -1.65 1.32
H -2.25 -0.80 -1.22
H -2.44 0.09 0.29
H -0.10 -0.89 -0.52
H 1.62 -0.63 2.13
H 3.88 0.17 1.44
O -0.05 1.46 -3.85
S 0.68 1.38 -2.60
O 1.28 0.14 -2.13
C 2.05 2.70 -2.68
F 2.90 2.38 -3.67
F 1.52 3.92 -2.91
F 2.73 2.73 -1.50
C -0.37 1.95 -1.28
C -0.15 1.48 0.02
C -0.86 2.12 1.04
N -0.79 1.92 2.40
O -0.09 1.22 3.12
O -1.75 2.81 2.97
N -2.38 3.54 2.00
C -1.83 3.11 0.82
C -2.10 3.51 -0.54
N -3.13 4.46 -0.89
O -3.85 4.98 -0.02
O -3.26 4.73 -2.12
C -1.37 2.90 -1.58
H 0.57 0.69 0.27
H -1.56 3.17 -2.61
```

Calculated values
* multiplicity: 1
* LUMO: -2.6 eV


[2]
ORCA calculation (wB97M-V/def2-TZVPD) on an isolated molecule of C18H17FN2O4.

```
42
C18H17FN2O4 | the OMol25 dataset | wB97M-V/def2-TZVPD
C -8.17 -1.04 -0.82
C -6.88 -1.02 -0.03
O -6.75 -1.53 1.05
N -5.88 -0.35 -0.70
C -4.56 -0.13 -0.32
C -4.02 -0.63 0.86
C -2.70 -0.38 1.17
C -1.90 0.40 0.33
C -2.44 0.90 -0.85
C -3.76 0.63 -1.17
H -4.17 1.01 -2.10
H -1.84 1.46 -1.54
C -0.48 0.63 0.73
O 0.17 -0.17 1.37
N 0.05 1.82 0.34
H -0.48 2.49 -0.18
C 1.43 2.10 0.67
H 1.80 2.90 0.02
C 2.25 0.83 0.41
O 2.25 0.23 -0.63
O 3.02 0.54 1.46
C 3.78 -0.66 1.36
C 4.98 -0.53 0.47
C 5.58 -1.66 -0.07
C 6.68 -1.60 -0.89
C 7.21 -0.36 -1.21
C 6.64 0.79 -0.69
C 5.53 0.70 0.14
H 5.09 1.60 0.55
H 7.05 1.76 -0.93
H 8.07 -0.29 -1.86
H 7.11 -2.51 -1.28
F 5.07 -2.88 0.24
H 4.08 -0.89 2.39
H 3.13 -1.46 0.99
H 1.54 2.38 1.72
H -2.26 -0.78 2.07
H -4.63 -1.23 1.52
H -6.13 0.04 -1.60
H -8.92 -1.58 -0.25
H -8.02 -1.53 -1.77
H -8.52 -0.02 -0.99
```

Calculated values
* SMILES: CC(=O)Nc1ccc(C(=O)NCC(=O)OCc2ccccc2F)cc1
* multiplicity: 1
* LUMO: 0.6 eV


[3]
ORCA calculation (wB97M-V/def2-TZVPD) on a structure of composition C18H17N2OPPtS5 at a distorted geometry.

```
45
C18H17N2OPPtS5 | the OMol25 dataset | wB97M-V/def2-TZVPD
Pt -0.30 0.22 -0.75
C 0.17 0.22 3.72
C 0.35 0.46 2.36
N -0.18 -0.28 1.40
C -0.93 -1.35 1.76
C -1.18 -1.67 3.11
C -0.61 -0.86 4.11
C -1.98 -2.80 3.42
C -2.52 -3.58 2.45
C -2.28 -3.29 1.08
C -2.85 -4.03 0.02
C -2.56 -3.68 -1.27
C -1.67 -2.62 -1.51
N -1.16 -1.89 -0.55
C -1.46 -2.19 0.73
H 0.66 0.84 4.45
H 1.00 1.27 2.05
H -0.77 -1.09 5.15
H -2.17 -3.01 4.47
H -3.15 -4.42 2.69
H -3.51 -4.85 0.25
H -2.98 -4.22 -2.10
H -1.36 -2.37 -2.52
S -3.15 4.21 -6.15
C -2.47 3.36 -4.93
S -2.88 3.61 -3.25
C -1.81 2.39 -2.57
C -1.07 1.67 -3.48
S 0.01 0.41 -3.10
S -1.27 2.11 -5.17
S -1.74 2.20 -0.88
C 1.88 2.79 -0.23
P 2.96 1.32 -0.45
C 4.11 1.77 -1.80
C 4.02 1.17 1.05
O 2.23 0.06 -0.70
H 2.41 3.63 0.21
H 1.02 2.51 0.38
H 1.50 3.06 -1.22
H 4.66 2.68 -1.57
H 3.53 1.90 -2.71
H 4.80 0.95 -1.94
H 4.47 2.11 1.35
H 4.80 0.46 0.81
H 3.42 0.77 1.86
```

Calculated values
* multiplicity: 1
* LUMO: -1.1 eV


[4]
ORCA calculation (wB97M-V/def2-TZVPD) on an isolated molecule of C18H17N3O3S at a distorted geometry.

```
42
C18H17N3O3S | the OMol25 dataset | wB97M-V/def2-TZVPD
C 0.67 -2.06 1.74
H 0.31 -3.09 1.84
O 0.75 -1.67 0.39
C -0.41 -1.61 -0.34
C -1.68 -1.90 0.13
C -2.77 -1.77 -0.71
C -2.63 -1.36 -2.03
C -1.35 -1.07 -2.50
C -0.25 -1.20 -1.68
N 1.06 -0.92 -2.10
C 1.44 0.01 -3.00
O 0.70 0.60 -3.76
C 2.94 0.29 -3.03
H 3.10 1.30 -3.41
H 3.42 -0.41 -3.73
S 3.84 0.05 -1.46
C 2.78 0.79 -0.27
N 3.00 0.38 0.96
N 2.25 0.76 1.94
C 1.22 1.57 1.72
C 0.96 2.11 0.45
C 1.77 1.71 -0.59
H 1.63 2.10 -1.59
H 0.15 2.81 0.30
C 0.38 1.88 2.86
C 0.47 1.44 4.16
C -0.61 2.05 4.84
C -1.27 2.80 3.92
O -0.68 2.71 2.72
H -2.13 3.43 3.99
H -0.86 1.94 5.88
H 1.21 0.78 4.55
H 1.77 -1.29 -1.47
H -1.21 -0.74 -3.52
C -3.81 -1.22 -2.94
H -3.78 -2.00 -3.71
H -4.74 -1.32 -2.39
H -3.79 -0.26 -3.44
H -3.75 -2.00 -0.33
H -1.83 -2.22 1.15
H 1.69 -1.99 2.12
H 0.03 -1.39 2.32
```

Calculated values
* SMILES: COc1ccc(C)cc1NC(=O)CSc1ccc(-c2ccco2)nn1
* multiplicity: 1
* LUMO: 0.2 eV


[5]
ORCA calculation (wB97M-V/def2-TZVPD) on a structure of composition C18H17N4O6Pb at a distorted geometry.

```
46
C18H17N4O6Pb | the OMol25 dataset | wB97M-V/def2-TZVPD
Pb 0.42 -0.89 -0.60
O -3.30 2.94 0.96
C -2.21 3.29 1.66
C -2.34 4.34 2.57
C -1.25 4.76 3.32
C -0.01 4.14 3.17
C 0.12 3.10 2.27
C -0.97 2.66 1.50
C -0.74 1.53 0.55
O 0.42 1.00 0.58
N -1.74 1.27 -0.26
N -1.52 0.26 -1.21
C -1.75 0.61 -2.42
C -1.46 -0.11 -3.62
C -2.44 -0.11 -4.62
C -2.27 -0.77 -5.81
C -1.05 -1.44 -6.03
C -0.04 -1.43 -5.10
C -0.18 -0.75 -3.84
O 0.77 -0.71 -3.03
H -3.02 2.22 0.34
H -3.31 4.81 2.68
H -1.37 5.57 4.02
H 0.84 4.47 3.75
H 1.06 2.59 2.14
H -2.25 1.58 -2.53
H -3.38 0.41 -4.43
H -3.05 -0.78 -6.56
H -0.90 -1.97 -6.96
H 0.90 -1.93 -5.29
C 3.52 -3.68 2.35
C 2.49 -2.79 1.70
N 2.21 -2.80 0.46
O 2.83 -3.66 -0.37
C 1.68 -1.86 2.50
C 1.87 -1.73 3.97
N 0.83 -1.09 1.87
O 0.13 -0.29 2.58
H 4.11 -4.18 1.58
H 3.05 -4.44 2.98
H 4.19 -3.09 2.98
H 2.34 -3.40 -1.20
H 2.22 -2.67 4.40
H 0.93 -1.43 4.42
H 2.61 -0.95 4.21
O 1.03 -2.61 -1.61
```

Calculated values
* total charge: -1
* multiplicity: 1
* LUMO (spin up / spin down): 2.0 / 1.1 eV


[6]
ORCA calculation (wB97M-V/def2-TZVPD) on an isolated molecule of C18H17N5O5 at a distorted geometry.

```
45
C18H17N5O5 | the OMol25 dataset | wB97M-V/def2-TZVPD
C -6.88 -2.00 0.41
H -6.65 -2.49 1.36
O -6.08 -0.87 0.20
C -4.73 -1.03 0.13
C -3.99 0.13 -0.08
C -2.62 0.08 -0.16
C -1.94 -1.15 -0.04
C -2.68 -2.30 0.17
C -4.06 -2.24 0.25
H -4.60 -3.17 0.41
H -2.19 -3.25 0.26
O -0.57 -1.09 -0.14
C 0.16 -2.28 0.00
H -0.09 -3.00 -0.79
H 1.21 -2.00 -0.09
H -0.01 -2.74 0.98
N -1.81 1.21 -0.37
C -2.16 2.50 -0.52
O -3.27 2.96 -0.51
C -0.94 3.42 -0.73
H -1.06 3.95 -1.68
H -0.91 4.15 0.09
O 0.28 2.70 -0.78
C 1.18 2.91 0.20
O 1.06 3.74 1.06
C 2.33 1.97 0.09
C 2.35 0.92 -0.82
C 3.43 0.06 -0.85
C 4.50 0.25 0.02
C 4.49 1.30 0.93
C 3.41 2.16 0.96
H 3.37 2.98 1.66
H 5.31 1.44 1.61
N 5.57 -0.65 -0.04
C 6.82 -0.59 0.49
N 7.46 -1.67 0.15
N 6.62 -2.39 -0.58
N 5.51 -1.81 -0.71
H 7.21 0.21 1.08
H 3.46 -0.77 -1.55
H 1.52 0.77 -1.49
H -0.83 0.98 -0.42
H -4.51 1.07 -0.17
H -6.77 -2.73 -0.40
H -7.91 -1.64 0.43
```

Calculated values
* SMILES: COc1ccc(OC)c(NC(=O)COC(=O)c2ccc(-n3cnnn3)cc2)c1
* multiplicity: 1
* LUMO: -0.5 eV


[7]
ORCA calculation (wB97M-V/def2-TZVPD) on an isolated molecule of C18H17N5S at a distorted geometry.

```
41
C18H17N5S | the OMol25 dataset | wB97M-V/def2-TZVPD
N -0.20 1.71 -1.15
N -1.48 1.65 -1.02
N -0.68 -0.40 -0.60
N -5.32 0.29 0.12
S -3.55 0.72 1.95
C 0.31 0.47 -0.87
C -4.04 0.35 0.32
C -7.92 1.07 2.61
C -7.14 1.04 3.77
C -7.33 0.85 1.37
C -5.77 0.95 3.69
C 2.67 1.19 -1.20
C 2.27 -1.14 -0.74
C 4.04 0.92 -1.26
C 3.60 -1.40 -0.79
C -5.98 0.61 1.29
C -5.18 0.71 2.44
C 1.76 0.16 -0.92
C 4.50 -0.36 -1.05
N -1.80 0.37 -0.73
C -3.15 -0.15 -0.80
C 6.61 -1.21 0.01
C 6.15 -1.53 -2.43
C 6.00 -0.60 -1.24
H -8.99 1.23 2.70
H -7.64 1.13 4.72
H -7.89 0.79 0.44
H -5.15 1.04 4.58
H 2.32 2.22 -1.38
H 1.66 -1.98 -0.49
H 4.69 1.75 -1.47
H 3.99 -2.40 -0.60
H -3.14 -1.23 -0.80
H -3.62 0.24 -1.73
H 6.47 -0.56 0.92
H 7.69 -1.33 -0.10
H 6.21 -2.22 0.18
H 5.65 -1.08 -3.31
H 7.19 -1.73 -2.73
H 5.67 -2.47 -2.26
H 6.51 0.33 -1.43
```

Calculated values
* SMILES: CC(C)c1ccc(-c2nnn(Cc3nc4ccccc4s3)n2)cc1
* multiplicity: 1
* LUMO: 0.5 eV


[8]
ORCA calculation (wB97M-V/def2-TZVPD) on an isolated molecule of C18H18Cl2N4O2 at a distorted geometry.

```
44
C18H18Cl2N4O2 | the OMol25 dataset | wB97M-V/def2-TZVPD
O 2.50 1.96 -1.59
Cl -3.59 2.67 0.92
Cl -2.64 -2.42 -0.94
N -0.39 0.75 -0.10
N -4.65 0.76 -2.35
O 3.27 -2.81 3.66
C 1.38 1.51 -1.61
C -0.79 -0.03 0.89
C -4.47 1.67 -1.41
C -4.13 -0.46 -2.21
C 0.95 -2.45 3.20
C -0.07 -1.75 2.58
C 2.57 -0.94 2.27
C -3.75 1.41 -0.24
C -3.32 -0.81 -1.11
C 2.32 -2.08 3.04
C 0.21 -0.66 1.76
C -3.14 0.15 -0.09
C 1.56 -0.23 1.64
N 0.66 1.67 -2.81
N 0.93 0.94 -0.41
C 4.62 -2.59 3.19
C -2.29 -0.23 1.11
C -0.65 1.00 -2.97
C 1.25 2.36 -3.95
C 1.88 0.92 0.76
H -4.87 2.69 -1.51
H -4.30 -1.21 -2.96
H 0.72 -3.29 3.84
H -1.04 -2.16 2.68
H 3.56 -0.51 2.19
H 4.64 -2.61 2.10
H 5.00 -1.61 3.49
H 5.27 -3.36 3.64
H -2.51 -1.27 1.37
H -2.62 0.38 1.94
H -0.88 0.90 -4.05
H -0.64 -0.04 -2.58
H -1.42 1.56 -2.45
H 2.09 1.79 -4.34
H 0.51 2.40 -4.75
H 1.56 3.37 -3.60
H 1.78 1.85 1.30
H 2.93 0.81 0.45
```

Calculated values
* SMILES: COc1ccc2c(c1)CN(C(=O)N(C)C)N=C2Cc1c(Cl)cncc1Cl
* multiplicity: 1
* LUMO: 0.4 eV


[9]
ORCA calculation (wB97M-V/def2-TZVPD) on an isolated molecule of C18H18ClFN2O3S.

```
44
C18H18ClFN2O3S | the OMol25 dataset | wB97M-V/def2-TZVPD
O -0.44 -0.52 -1.89
C 0.28 -1.35 -1.37
N 1.62 -1.35 -1.45
H 2.14 -1.93 -0.80
C 2.36 -0.22 -1.98
C 2.58 0.86 -0.95
C 2.12 2.15 -1.17
C 2.28 3.15 -0.22
C 2.92 2.86 0.98
C 3.39 1.58 1.22
C 3.23 0.60 0.26
Cl 3.87 -0.96 0.58
H 3.89 1.35 2.15
H 3.04 3.63 1.73
H 1.91 4.14 -0.41
H 1.61 2.37 -2.10
H 1.78 0.18 -2.81
H 3.32 -0.59 -2.34
C -0.31 -2.57 -0.65
N -1.11 -2.16 0.48
S -0.76 -0.80 1.36
O -1.25 -1.03 2.68
O 0.64 -0.55 1.17
C -1.71 0.56 0.68
C -3.06 0.63 0.96
C -3.82 1.66 0.42
C -3.18 2.60 -0.37
C -1.82 2.55 -0.63
C -1.08 1.52 -0.09
H -0.02 1.45 -0.25
H -1.37 3.32 -1.24
F -3.91 3.60 -0.90
H -4.88 1.74 0.61
H -3.50 -0.11 1.61
C -2.49 -2.60 0.35
C -2.37 -3.80 -0.59
H -2.04 -4.68 -0.04
H -3.31 -4.03 -1.09
C -1.28 -3.33 -1.56
H -1.70 -2.64 -2.29
H -0.79 -4.15 -2.08
H -3.11 -1.82 -0.11
H -2.88 -2.85 1.33
H 0.50 -3.22 -0.29
```

Calculated values
* SMILES: O=C(NCc1ccccc1Cl)[C@@H]1CCCN1S(=O)(=O)c1ccc(F)cc1
* multiplicity: 1
* LUMO: 0.6 eV


[10]
ORCA calculation (wB97M-V/def2-TZVPD) on a structure of composition C18H18ClFN2O8V at a distorted geometry.

```
49
C18H18ClFN2O8V | the OMol25 dataset | wB97M-V/def2-TZVPD
V -0.83 -0.27 -0.95
O 0.93 -0.64 -2.77
Cl -0.36 -0.86 -3.42
O -0.21 -1.26 -4.77
O -1.10 0.40 -3.29
O -1.08 -1.85 -2.63
C -0.18 -1.59 0.60
C 0.19 -2.35 1.48
C 0.59 -3.24 2.52
C 1.95 -3.38 2.87
C 2.34 -4.24 3.87
C 1.41 -4.99 4.58
C 0.06 -4.86 4.25
C -0.34 -4.00 3.24
H 2.68 -2.80 2.32
H 3.40 -4.32 4.11
H 1.72 -5.66 5.37
H -0.69 -5.43 4.78
H -1.39 -3.90 2.99
C -2.99 0.59 1.85
C -3.52 0.87 0.44
C -5.05 0.98 0.47
C -3.00 -0.18 -0.54
H -3.35 1.32 2.58
H -1.90 0.59 1.85
H -3.32 -0.40 2.18
H -3.12 1.85 0.14
H -5.49 0.01 0.72
H -5.43 1.26 -0.52
H -5.40 1.71 1.20
H -3.51 -0.02 -1.51
H -3.34 -1.17 -0.19
F 1.09 3.23 -4.94
C 1.92 3.22 -3.89
C 1.69 2.44 -2.81
N 2.55 2.41 -1.73
C 2.18 1.61 -0.55
C 0.90 2.22 0.08
O 1.03 3.30 0.66
O -0.17 1.60 -0.16
C 3.69 3.17 -1.70
O 4.53 3.16 -0.82
N 3.87 3.98 -2.82
C 3.09 4.08 -3.96
O 3.39 4.81 -4.88
H 0.82 1.81 -2.74
H 3.03 1.67 0.12
H 2.02 0.58 -0.87
H 4.71 4.54 -2.80
```

Calculated values
* ⟨S²⟩: 3.7665
* total charge: -2
* multiplicity: 4
* LUMO (spin up / spin down): 4.6 / 4.6 eV


[11]
ORCA calculation (wB97M-V/def2-TZVPD) on a structure of composition C18H18CuN2O4S at a distorted geometry.

```
44
C18H18CuN2O4S | the OMol25 dataset | wB97M-V/def2-TZVPD
Cu 2.21 0.90 0.34
O -1.98 0.89 3.43
C -2.22 1.93 2.60
C -3.45 2.58 2.67
C -3.75 3.61 1.81
C -2.80 4.10 0.91
C -1.56 3.48 0.83
C -1.25 2.41 1.67
C -0.01 1.70 1.41
O 0.84 2.11 0.56
N 0.19 0.60 2.13
N 1.33 0.02 1.77
C 1.58 -1.21 2.11
C 2.55 -2.03 1.47
C 2.57 -3.42 1.82
C 3.38 -4.30 1.12
C 4.21 -3.86 0.10
C 4.27 -2.54 -0.26
C 3.44 -1.58 0.40
O 3.51 -0.37 -0.06
H -1.06 0.55 3.18
H -4.20 2.21 3.35
H -4.74 4.04 1.76
H -3.04 4.90 0.24
H -0.81 3.79 0.09
H 0.94 -1.64 2.89
H 1.94 -3.82 2.62
H 3.31 -5.35 1.36
H 4.78 -4.61 -0.48
H 4.98 -2.19 -1.01
O 0.14 -1.02 -0.72
S 0.31 -0.77 -2.16
C -0.99 -1.65 -3.08
C -1.92 -0.59 -3.76
C -1.68 0.83 -3.11
C -0.29 0.92 -2.47
H -1.47 -2.33 -2.36
H -0.48 -2.29 -3.82
H -2.99 -0.87 -3.68
H -1.65 -0.56 -4.82
H -2.45 1.01 -2.34
H -1.83 1.59 -3.88
H -0.31 1.47 -1.52
H 0.47 1.37 -3.10
```

Calculated values
* ⟨S²⟩: 0.7549
* multiplicity: 2
* LUMO (spin up / spin down): -0.1 / -1.4 eV


E_tot per entry: -2064.06812, -1206.51693, -3332.55837, -1484.26445, -1559.22948, -1346.08155, -1368.06697, -1986.56932, -1990.21748, -2912.01512, -3145.80877 hartree